Model one:
# C4H7N2

A gas-phase ion, C4H7N2 (charge +1) (ωB97M-V/def2-TZVPD, OMol25).

Last column: Löwdin charge in e.
CARTESIAN COORDINATES (ANGSTROEM)
C (0.6782, 0.7025, -0.9481)  0.0593
C (-0.6568, 0.7990, -0.1352)  -0.1221
C (0.1168, -0.3680, 1.9113)  -0.0534
C (0.8857, -1.4715, -2.0446)  0.3438
N (0.7187, -0.4167, -1.5338)  0.0849
N (-0.8239, 0.0806, 1.1134)  -0.1076
H (1.6115, 1.3990, -0.7807)  0.2109
H (-0.8674, 1.8203, 0.1544)  0.1223
H (-1.5269, 0.4055, -0.7198)  0.1505
H (-0.2280, -0.7605, 2.8554)  0.0657
H (1.1709, -0.1564, 1.7023)  0.0590
H (0.6010, -1.8421, -2.9488)  0.1002
H (-1.6797, -0.1917, 1.3742)  0.0864

## Properties
Total charge = +1
Spin multiplicity = 3
Lowest unoccupied orbital energy (spin up / spin down) = -5.31 / -7.75 eV
<S²> = 2.038

Model two:
# C4H7N2

A gas-phase ion, C4H7N2 (charge +1) (ωB97M-V/def2-TZVPD, OMol25).

Last column: Löwdin charge in e.
CARTESIAN COORDINATES (ANGSTROEM)
C (2.4583, -0.5136, -2.0980)  0.3158
C (1.5084, 0.0788, -1.6559)  0.0007
C (-0.1325, -0.0508, 0.0769)  -0.4429
C (-1.0579, 0.8236, 0.9019)  0.0027
N (0.0967, -1.3125, 0.4026)  0.1721
N (0.5540, 0.6194, -0.8687)  0.1551
H (3.1667, -1.0895, -2.5550)  0.0626
H (-2.0880, 0.7341, 0.4880)  0.0993
H (-0.9497, 0.1792, 1.8205)  0.1083
H (-0.8178, 1.8714, 0.8067)  0.0771
H (-0.6163, -1.8672, 0.9585)  0.1745
H (0.5855, -1.7608, -0.3390)  0.0928
H (0.5354, 1.6284, -0.7610)  0.1818

## Properties
Total charge = +1
Spin multiplicity = 3
Lowest unoccupied orbital energy (spin up / spin down) = -3.40 / -8.65 eV
<S²> = 2.010

Which of them is least stable? Easy: model one.

Model one:
# C21H26N2O5S

C21H26N2O5S in the gas phase (ωB97M-V/def2-TZVPD, OMol25).

Last column: Löwdin charge in e.
CARTESIAN COORDINATES (ANGSTROEM)
C (-3.3149, 0.2432, 1.8211)  -0.0842
C (-3.2927, 1.7262, 2.1717)  -0.1625
C (-2.5552, 2.5796, 1.1270)  -0.2555
O (-3.2399, 2.4514, -0.1033)  -0.0383
C (-2.9698, 3.3520, -1.1023)  -0.2580
C (-3.8310, 3.3116, -2.1974)  -0.0093
C (-3.6391, 4.1673, -3.2626)  -0.0835
C (-2.5895, 5.0725, -3.2504)  -0.0972
C (-1.7325, 5.1078, -2.1664)  -0.0754
C (-1.9117, 4.2517, -1.0917)  -0.0128
C (-1.0888, 2.1295, 1.0487)  -0.4454
O (-0.2652, 2.5152, 1.8476)  0.0921
N (-0.8712, 1.2553, 0.0331)  0.1613
C (0.2995, 0.5916, -0.3252)  -0.1987
C (0.2188, -0.3621, -1.3416)  0.0020
C (1.3418, -1.0703, -1.7176)  -0.0513
C (2.5421, -0.8192, -1.0834)  -0.2891
S (3.9769, -1.7822, -1.5042)  0.6621
O (3.7592, -2.4261, -2.7697)  -0.2918
O (5.1620, -0.9952, -1.3195)  -0.2925
N (3.9987, -2.9189, -0.2714)  -0.1167
C (3.2651, -4.1461, -0.4801)  -0.1749
C (2.1098, -4.3073, 0.5226)  -0.3168
C (2.5691, -4.2748, 1.9878)  -0.1303
C (1.4165, -3.5563, 2.6830)  -0.1455
C (0.9975, -2.5738, 1.5926)  -0.1947
O (1.1476, -3.2698, 0.3692)  -0.1033
C (2.6422, 0.1338, -0.0895)  -0.0534
C (1.5221, 0.8483, 0.2944)  0.0060
H (-3.9126, -0.2970, 2.5509)  0.0759
H (-3.7576, 0.0949, 0.8393)  0.0760
H (-2.3108, -0.1756, 1.8262)  0.0667
H (-2.8008, 1.8791, 3.1330)  0.1220
H (-4.3165, 2.0975, 2.2419)  0.1190
H (-2.5657, 3.6254, 1.4654)  0.1632
H (-4.6450, 2.6035, -2.1869)  0.1170
H (-4.3136, 4.1299, -4.1047)  0.1044
H (-2.4411, 5.7437, -4.0821)  0.1003
H (-0.9086, 5.8053, -2.1494)  0.1069
H (-1.2209, 4.2922, -0.2637)  0.1115
H (-1.6888, 1.0280, -0.5221)  0.1460
H (-0.7288, -0.5492, -1.8255)  0.1189
H (1.3070, -1.8136, -2.4966)  0.1190
H (4.9273, -3.0138, 0.1035)  0.1090
H (3.9186, -5.0198, -0.4053)  0.1320
H (2.8516, -4.1072, -1.4911)  0.1121
H (1.6039, -5.2570, 0.2914)  0.1484
H (2.7541, -5.2719, 2.3803)  0.1156
H (3.4790, -3.6799, 2.0657)  0.1083
H (1.7124, -3.0572, 3.6022)  0.1129
H (0.6048, -4.2529, 2.8964)  0.1146
H (-0.0437, -2.2525, 1.6654)  0.1203
H (1.6464, -1.6877, 1.6031)  0.1114
H (3.6030, 0.3103, 0.3670)  0.1205
H (1.5792, 1.5908, 1.0730)  0.1057

## Properties
Total charge = 0
Spin multiplicity = 1
Lowest unoccupied orbital energy = 0.60 eV
Structure (SMILES) = CC[C@H](Oc1ccccc1)C(=O)Nc1ccc(S(=O)(=O)NC[C@H]2CCCO2)cc1

Model two:
# C21H26N2O5S

C21H26N2O5S in the gas phase (ωB97M-V/def2-TZVPD, OMol25).

Last column: Löwdin charge in e.
CARTESIAN COORDINATES (ANGSTROEM)
C (-0.7518, 1.8844, 4.4459)  -0.0912
O (0.0612, 1.8563, 3.2981)  -0.1093
C (-0.5198, 2.0924, 2.0873)  -0.2693
C (-1.8758, 2.3241, 1.8881)  -0.0087
C (-2.3500, 2.5849, 0.6142)  -0.0249
C (-1.4980, 2.6127, -0.4796)  -0.2121
C (-2.0354, 2.9131, -1.8559)  -0.1519
O (-3.3111, 2.3427, -2.0966)  -0.1357
C (-3.3524, 0.9392, -2.0810)  -0.1837
C (-2.6088, 0.2700, -3.2577)  -0.1020
N (-1.3524, -0.3565, -2.8916)  -0.0520
C (-1.4249, -1.5719, -2.1099)  -0.1079
C (-0.6737, -1.4806, -0.7733)  -0.1592
N (0.7241, -1.7552, -0.9572)  -0.2410
S (1.4952, -2.7014, 0.1724)  0.6725
O (0.5653, -3.7257, 0.5498)  -0.2844
O (2.7561, -3.0749, -0.3955)  -0.2757
C (1.8010, -1.6533, 1.5936)  -0.2625
C (0.9556, -1.7309, 2.6823)  -0.0496
C (1.2137, -0.9497, 3.7960)  -0.0725
C (2.3012, -0.0911, 3.8001)  -0.0786
C (3.1367, -0.0139, 2.6975)  -0.0689
C (2.8904, -0.8047, 1.5870)  -0.0652
C (1.5052, -0.7633, -1.6472)  -0.1834
C (1.0794, -0.6274, -3.1112)  -0.0499
C (-0.1894, 0.1753, -3.3372)  -0.4559
O (-0.1566, 1.2423, -3.9256)  0.0403
C (-0.1455, 2.3622, -0.2765)  -0.0403
C (0.3412, 2.1051, 0.9887)  -0.0007
H (-0.0815, 1.7139, 5.2865)  0.0897
H (-1.5107, 1.0955, 4.4223)  0.0965
H (-1.2415, 2.8558, 4.5681)  0.0975
H (-2.5702, 2.3159, 2.7133)  0.1031
H (-3.4026, 2.7745, 0.4627)  0.1242
H (-2.1997, 3.9907, -1.9607)  0.1384
H (-1.3130, 2.6021, -2.6202)  0.1022
H (-4.4178, 0.7031, -2.1390)  0.1273
H (-2.9588, 0.5512, -1.1300)  0.1126
H (-2.3895, 1.0282, -4.0129)  0.1307
H (-3.2497, -0.4936, -3.7079)  0.1268
H (-1.0152, -2.4203, -2.6695)  0.1361
H (-2.4791, -1.7691, -1.9120)  0.1296
H (-0.8301, -0.4902, -0.3186)  0.1255
H (-1.0439, -2.2555, -0.1008)  0.1167
H (0.1275, -2.4211, 2.6481)  0.1126
H (0.5712, -1.0157, 4.6607)  0.1085
H (2.5031, 0.5186, 4.6673)  0.1096
H (3.9845, 0.6545, 2.7060)  0.1099
H (3.5430, -0.7914, 0.7287)  0.1126
H (1.4411, 0.2111, -1.1424)  0.1157
H (2.5345, -1.1233, -1.6118)  0.1140
H (1.8668, -0.1050, -3.6572)  0.1273
H (0.9638, -1.6255, -3.5372)  0.1302
H (0.5275, 2.3887, -1.1217)  0.1147
H (1.3898, 1.9170, 1.1615)  0.1116

## Properties
Total charge = 0
Spin multiplicity = 1
Lowest unoccupied orbital energy = 0.54 eV
Structure (SMILES) = COc1ccc(COCCN2CCN(S(=O)(=O)c3ccccc3)CCC2=O)cc1

Which of them is least stable? Easy: model two.